The following is a quantum chemistry calculation of 2 unconnected molecules or ions with the total composition Cl2NO3P, from the OMol25 dataset.

The geometry in XYZ format:
```
7
Properties=species:S:1:pos:R:3:forces:R:3
N -1.32464 -0.17977 -0.62276 1.42 -1.09 -1.20
O 1.50637 -1.31919 -0.37995 0.25 -0.34 0.05
O 0.74155 0.37738 1.40662 0.06 0.10 1.35
O 1.67328 1.19810 -0.82505 -0.28 -0.23 0.07
P 1.18280 0.07075 0.04038 0.05 -0.03 -1.35
Cl -1.73051 1.29423 0.02716 -1.20 2.07 0.71
Cl -2.04885 -1.44150 0.35361 -0.30 -0.48 0.37
```
Forces are in eV/Å.

Its strongest force on any atom is 0.04854 hartree/bohr. Its spin multiplicity is 1. As for the highest occupied orbital energy: 0.711 eV. The molecular weight is 163.884 g/mol. As for the total energy: -1542.222795 hartree. Its charge is -2.